{"formula": "C44H59BN11", "method": "ωB97M-V/def2-TZVPD", "de_lowest_ev": 3.7680, "total_charge": -1, "total_energy_ev": -63627.019, "largest_force_ha_per_bohr": 0.270, "orbital_gap_ev": 7.3419, "homo_energy_ev": -5.045, "symbols": ["B", "H", "H", "H", "H", "N", "C", "C", "C", "C", "H", "H", "H", "H", "H", "N", "C", "C", "C", "C", "H", "H", "H", "H", "H", "N", "C", "C", "C", "C", "H", "H", "H", "H", "H", "N", "C", "C", "C", "C", "H", "H", "H", "H", "H", "N", "C", "C", "C", "C", "H", "H", "H", "H", "H", "N", "C", "C", "C", "C", "H", "H", "H", "H", "H", "N", "C", "C", "C", "C", "H", "H", "H", "H", "H", "N", "C", "C", "C", "C", "H", "H", "H", "H", "H", "N", "C", "C", "C", "C", "H", "H", "H", "H", "H", "N", "C", "C", "C", "C", "H", "H", "H", "H", "H", "N", "C", "C", "C", "C", "H", "H", "H", "H", "H"], "positions_angstrom": [[-0.3987, 0.3961, -0.2047], [-1.6437, -0.1359, -0.5487], [-0.0567, -0.4799, 0.4453], [0.3633, 0.4321, -1.1037], [-0.2997, 1.3911, 0.4073], [2.8663, 1.0321, 0.7863], [3.3303, 2.3561, 0.8483], [4.7693, 2.2521, 1.2343], [5.0853, 0.8391, 1.3463], [3.8513, 0.0441, 1.0053], [1.9583, 0.7421, 0.2993], [2.5053, 3.0301, 0.6653], [5.4923, 3.0941, 1.3303], [5.9953, 0.5121, 1.5653], [3.4963, -0.9909, 0.9203], [-0.0417, -1.5579, -2.7687], [0.5303, -1.3109, -3.9857], [0.5373, -2.7449, -4.6867], [-0.3017, -3.7279, -3.8707], [-0.4767, -2.8769, -2.6047], [-0.2237, -0.7219, -1.9187], [0.8453, -0.4569, -4.1777], [1.0273, -2.9229, -5.6847], [-0.4787, -4.7379, -4.0947], [-1.0657, -2.9839, -1.7577], [-2.9577, -3.5169, 1.3813], [-3.2097, -3.3139, 0.0553], [-3.8047, -4.5619, -0.5667], [-4.0907, -5.5429, 0.6053], [-3.5387, -4.6929, 1.8683], [-2.7367, -2.6599, 1.9033], [-2.6787, -2.5329, -0.4347], [-4.1457, -4.5819, -1.5787], [-4.5167, -6.5109, 0.5103], [-3.3687, -5.1069, 2.9103], [-0.2257, -4.6999, 1.2843], [0.4783, -3.9749, 0.3753], [1.8333, -4.7239, 0.4493], [1.7823, -5.8999, 1.3553], [0.3213, -5.8899, 1.8453], [-1.3257, -4.5519, 1.2713], [0.2753, -2.8909, -0.1427], [2.8453, -4.3519, 0.1153], [2.6943, -6.5919, 1.5093], [-0.3717, -6.6319, 2.1503], [-6.3027, -0.0539, -1.9887], [-6.7367, -1.3219, -2.6587], [-5.5057, -2.0569, -2.5387], [-4.3157, -1.2979, -2.0607], [-4.9607, 0.0141, -1.7077], [-6.8307, 0.6291, -1.6867], [-7.7287, -1.6349, -2.9677], [-5.5027, -3.1399, -2.8377], [-3.2997, -1.6239, -1.8037], [-4.4817, 0.6391, -1.1517], [0.9483, 4.2971, -4.4587], [0.3303, 3.9771, -3.2727], [-0.3607, 2.5851, -3.4257], [-0.0397, 2.2121, -4.7957], [0.7413, 3.3891, -5.4317], [1.5123, 5.1191, -4.3557], [0.2613, 4.7691, -2.3047], [-1.1897, 2.0511, -2.7107], [-0.1617, 1.2971, -5.4447], [1.1383, 3.5691, -6.6377], [2.9973, 1.6231, -3.6087], [3.3353, 1.4481, -2.3157], [4.7133, 0.6531, -2.4277], [5.0893, 0.5051, -3.8077], [3.8973, 1.1801, -4.5647], [2.0463, 2.0541, -3.8197], [2.8743, 1.6691, -1.4437], [5.1333, 0.3661, -1.6417], [5.8523, -0.0999, -4.3277], [3.7353, 1.0801, -5.5857], [2.7043, 1.8201, 3.8873], [1.4153, 1.4331, 3.9863], [1.0013, 1.8931, 5.3663], [2.2023, 2.5021, 6.0903], [3.2583, 2.2721, 5.0393], [3.3363, 1.6271, 3.0723], [0.7773, 1.0291, 3.0923], [-0.0107, 1.6101, 5.7193], [2.2633, 2.8671, 7.0693], [4.1653, 2.4751, 5.0173], [-3.1787, 1.3691, 1.6313], [-3.1097, 2.3041, 2.5563], [-4.5447, 2.5971, 2.9483], [-5.3987, 1.6011, 2.1303], [-4.3887, 0.9791, 1.2393], [-2.3757, 1.1051, 1.0253], [-2.2247, 2.8441, 3.1073], [-4.9947, 3.1741, 3.8773], [-6.5637, 1.5641, 1.9043], [-4.5147, 0.0461, 0.6923], [-0.3727, 5.8211, -0.7807], [0.6363, 5.0121, -0.2927], [1.9633, 5.8891, -0.1207], [1.4653, 7.1831, -0.6277], [0.0173, 7.0861, -1.1067], [-1.2467, 5.2961, -1.0827], [0.3563, 4.0981, -0.2357], [2.8193, 5.3041, 0.2063], [2.0833, 8.0971, -0.4787], [-0.6177, 7.7991, -1.8027], [1.2383, -3.4959, 3.3403], [1.4943, -2.1439, 3.5193], [1.8573, -1.9199, 4.9453], [1.6333, -3.2279, 5.7013], [1.5173, -4.1589, 4.6023], [0.9803, -4.0199, 2.5233], [1.2563, -1.3749, 2.7113], [1.7873, -0.9909, 5.4713], [1.7153, -3.2129, 6.8813], [1.4873, -5.3019, 4.6413]], "forces_ev_per_a": [[-2.23, -1.11, -0.76], [1.54, 1.38, 0.22], [0.86, -1.44, 1.38], [0.35, 0.26, -1.00], [-0.51, 1.05, 0.44], [0.53, -0.99, -0.90], [2.36, -3.10, 0.88], [-2.95, -0.57, -0.98], [-7.09, 0.92, -2.02], [1.24, 4.20, 0.72], [1.40, 0.74, 1.25], [0.77, 0.79, 0.13], [-0.89, -0.88, 0.03], [3.55, -1.66, 0.91], [0.83, 0.49, 0.21], [-0.94, 0.43, 1.35], [-3.32, -13.42, 1.21], [-1.60, 2.26, 1.79], [3.19, 7.91, 2.20], [0.67, -0.14, -4.41], [0.70, -2.75, -2.89], [3.19, 7.35, -2.14], [-0.78, 0.20, 1.25], [-0.25, -0.97, 0.10], [-0.91, -0.91, 1.23], [-1.87, -0.51, -0.01], [-0.94, -4.95, -1.68], [0.68, 1.48, 5.89], [3.57, 7.63, 0.78], [-0.99, -3.39, -3.14], [0.06, -0.99, 0.26], [-0.16, 0.51, -0.02], [0.09, -0.33, -0.34], [-0.20, -0.49, 0.41], [-0.33, 1.01, -1.52], [-4.42, -1.16, -0.88], [5.31, -1.20, 0.46], [-1.10, 0.55, 1.13], [-3.42, 1.91, -1.12], [4.16, 2.37, -3.31], [3.11, -0.61, 0.44], [0.23, -3.23, 1.78], [-1.59, -0.32, -0.05], [-2.11, 1.20, 0.02], [-0.18, -0.42, 0.65], [3.00, -5.09, -2.88], [5.41, 1.39, 3.05], [-0.22, -0.38, -1.01], [-5.15, 2.51, 0.28], [-1.27, -8.95, -4.45], [-3.69, 4.12, 1.45], [0.28, 0.55, 0.30], [0.24, 1.28, 0.17], [-0.91, 0.44, -0.75], [2.08, 4.52, 2.81], [-1.32, -0.23, 2.15], [-2.58, -2.18, 2.07], [0.54, 2.59, -0.73], [1.79, 3.18, -1.44], [-0.50, -3.00, -1.91], [0.31, 0.22, -1.10], [0.74, -2.74, -3.68], [2.74, 1.46, -1.75], [-0.37, 1.14, 1.28], [-1.15, -0.74, 4.18], [-1.43, 0.85, -0.84], [7.28, -4.27, -4.16], [-6.64, 4.50, -7.39], [-5.11, 2.20, -0.09], [3.24, -1.96, 4.76], [1.77, -0.80, -0.07], [-1.71, 0.96, 1.78], [3.80, -2.47, 6.43], [-0.43, 0.66, 0.66], [-0.72, 0.31, -1.44], [1.46, -1.16, -0.69], [-2.26, 1.64, 2.71], [1.97, -0.67, -1.79], [-0.39, -3.67, -7.05], [-10.54, -0.23, 2.67], [-1.06, 0.23, 1.04], [1.52, 0.86, 2.04], [0.88, 0.66, 0.04], [0.21, 0.34, 1.01], [8.14, 1.99, 0.14], [2.95, -0.78, -2.18], [-3.70, 3.50, 4.16], [-0.03, -2.46, -0.63], [2.52, 1.57, -1.40], [-4.07, 0.14, 2.93], [-0.34, 0.06, 0.79], [-1.55, -1.65, -1.85], [1.44, -1.06, -2.30], [2.84, 0.02, 0.97], [0.15, 0.58, -0.10], [-0.04, -1.50, -0.40], [4.34, 9.46, 0.02], [-7.49, -1.70, -2.02], [-1.13, -1.46, 0.16], [2.82, 1.22, 0.30], [1.39, 1.60, 0.51], [-1.01, -6.27, 0.98], [0.22, 1.16, -0.01], [-0.86, -0.67, -0.72], [1.49, -1.61, 2.07], [2.15, 0.62, 4.58], [0.02, 0.48, 2.51], [-2.87, -2.92, -1.81], [1.52, 1.78, -3.06], [-1.54, -0.16, 0.75], [0.42, 0.43, 0.14], [0.58, -1.32, 1.26], [0.39, 0.61, -0.25], [-0.04, -0.82, -2.96], [-0.15, 1.97, -0.20]]}

{"formula": "C44H59NO6P2S3SiTi", "method": "ωB97M-V/def2-TZVPD", "de_lowest_ev": 1.0835, "total_charge": -1, "total_energy_ev": -142447.732, "largest_force_ha_per_bohr": 0.031, "spin_multiplicity": 2, "orbital_gap_ev": [5.3663, 6.1079], "homo_energy_ev": [-3.149, -3.892], "symbols": ["Ti", "S", "P", "C", "P", "S", "C", "C", "C", "C", "C", "C", "C", "C", "C", "C", "C", "C", "C", "C", "C", "C", "C", "C", "C", "C", "C", "C", "C", "C", "H", "H", "H", "H", "H", "H", "H", "H", "H", "H", "H", "H", "H", "H", "H", "H", "H", "H", "H", "H", "C", "C", "O", "H", "H", "H", "C", "C", "C", "C", "O", "Si", "S", "O", "C", "C", "C", "C", "O", "C", "C", "C", "C", "H", "H", "H", "H", "H", "H", "H", "H", "H", "H", "H", "H", "H", "H", "H", "H", "H", "H", "H", "H", "H", "H", "H", "H", "H", "H", "H", "O", "C", "O", "C", "N", "C", "C", "C", "H", "H", "H", "H", "H", "H", "H", "H", "H"], "positions_angstrom": [[0.5252, -1.2294, 0.1906], [-0.6598, 0.6058, 2.5541], [-2.1202, 0.0903, 1.1594], [-1.4278, -0.2259, -0.3104], [-1.8722, -1.2179, -1.5812], [-0.6752, -2.8251, -1.7939], [-3.6263, -1.7397, -1.6106], [-4.6093, -0.7889, -1.8857], [-5.9490, -1.1314, -1.8320], [-6.3210, -2.4308, -1.5045], [-5.3470, -3.3811, -1.2383], [-4.0041, -3.0366, -1.2930], [-1.7550, -0.2868, -3.1444], [-1.0981, 0.9361, -3.1569], [-0.9503, 1.6323, -4.3487], [-1.4637, 1.1114, -5.5257], [-2.1192, -0.1142, -5.5154], [-2.2578, -0.8134, -4.3296], [-3.3029, 1.4833, 1.1103], [-4.0519, 1.8574, 2.2223], [-4.9180, 2.9345, 2.1483], [-5.0453, 3.6452, 0.9609], [-4.2965, 3.2803, -0.1478], [-3.4236, 2.2052, -0.0702], [-3.1562, -1.1670, 2.0133], [-2.6574, -1.9474, 3.0521], [-3.4538, -2.9124, 3.6486], [-4.7606, -3.1016, 3.2237], [-5.2699, -2.3180, 2.1984], [-4.4726, -1.3567, 1.5992], [-4.3204, 0.2244, -2.1416], [-6.7048, -0.3860, -2.0455], [-7.3685, -2.7001, -1.4615], [-5.6334, -4.3934, -0.9808], [-3.2295, -3.7676, -1.0921], [-0.6913, 1.3164, -2.2251], [-0.4237, 2.5780, -4.3555], [-1.3479, 1.6540, -6.4550], [-2.5152, -0.5262, -6.4354], [-2.7514, -1.7779, -4.3212], [-3.9590, 1.2988, 3.1459], [-5.4971, 3.2215, 3.0167], [-5.7264, 4.4843, 0.9036], [-4.3888, 3.8338, -1.0739], [-2.8166, 1.9105, -0.9201], [-1.6417, -1.7927, 3.3900], [-3.0484, -3.5134, 4.4522], [-5.3830, -3.8517, 3.6947], [-6.2876, -2.4549, 1.8568], [-4.8840, -0.7493, 0.8027], [1.6391, 1.6311, 1.3761], [0.8579, 0.3433, 1.4473], [1.5803, -0.7734, 1.7356], [0.9758, 2.4824, 1.2203], [2.3310, 1.5688, 0.5324], [2.2211, 1.8032, 2.2901], [3.5292, -3.6878, -4.8361], [3.3018, -4.1235, -3.3915], [4.6183, -4.5695, -2.7621], [2.2834, -5.2659, -3.3696], [2.7207, -3.0584, -2.6614], [3.3762, -1.6874, -2.0139], [1.9468, -0.2560, -1.6621], [4.5875, -1.1824, -3.0326], [4.7255, -0.0603, -3.8976], [3.5177, 0.0744, -4.8234], [4.9036, 1.2153, -3.0809], [5.9895, -0.3327, -4.7114], [4.1389, -2.2751, -0.6672], [5.1105, -1.6767, 0.1724], [5.0491, -2.4369, 1.4946], [6.4832, -1.8460, -0.4760], [4.7947, -0.2074, 0.4260], [3.9161, -4.5189, -5.4287], [4.2460, -2.8701, -4.8661], [2.5887, -3.3502, -5.2709], [4.9942, -5.4621, -3.2667], [4.4703, -4.7905, -1.7056], [5.3639, -3.7784, -2.8403], [2.5467, -6.0315, -4.1019], [1.2946, -4.8700, -3.5989], [2.2468, -5.7386, -2.3883], [2.6043, 0.1801, -4.2386], [3.4244, -0.8022, -5.4623], [3.6312, 0.9541, -5.4601], [4.0229, 1.3916, -2.4643], [5.0492, 2.0685, -3.7456], [5.7798, 1.1285, -2.4364], [5.8700, -1.2378, -5.3070], [6.8396, -0.4703, -4.0426], [6.2010, 0.5007, -5.3823], [5.2060, -3.5012, 1.3186], [4.0739, -2.2844, 1.9593], [5.8206, -2.0787, 2.1783], [6.7030, -2.9051, -0.6163], [7.2603, -1.4077, 0.1518], [6.4944, -1.3597, -1.4507], [3.7842, -0.1123, 0.8324], [4.8587, 0.3713, -0.4935], [5.5075, 0.2026, 1.1430], [-0.1567, -4.2820, 3.0498], [-0.0059, -3.8616, 1.7966], [-0.3256, -2.7436, 1.4211], [0.6359, -4.8415, 0.8463], [0.7534, -6.1672, 1.4661], [2.0872, -6.6893, 1.1407], [2.9552, -5.4423, 1.2026], [2.0783, -4.3744, 0.5457], [0.0321, -4.8236, -0.0677], [0.0179, -6.7874, 1.1484], [0.1765, -5.2082, 3.0291], [2.1150, -7.1183, 0.1308], [2.3781, -7.4621, 1.8536], [3.9108, -5.5633, 0.6947], [3.1554, -5.1862, 2.2448], [2.2310, -4.3163, -0.5276], [2.2964, -3.3750, 0.9335]], "forces_ev_per_a": [[0.48, 0.48, -0.76], [0.02, 0.02, 0.05], [0.07, 0.09, -0.05], [-0.08, -0.43, 0.24], [0.02, 0.00, -0.06], [-0.01, -0.06, 0.10], [-0.02, 0.04, -0.03], [0.06, 0.00, 0.01], [-0.07, -0.01, 0.01], [0.01, 0.00, 0.00], [-0.06, -0.02, 0.00], [0.08, 0.02, -0.01], [0.05, 0.04, 0.06], [0.00, 0.00, 0.06], [0.01, 0.02, -0.02], [0.01, 0.02, -0.02], [-0.01, 0.00, -0.06], [0.00, 0.00, 0.00], [0.05, 0.07, -0.01], [0.00, -0.01, 0.00], [-0.04, 0.03, 0.02], [0.00, 0.00, -0.02], [-0.06, 0.06, 0.00], [0.05, -0.05, 0.01], [0.01, 0.08, 0.03], [0.06, 0.05, -0.02], [-0.02, -0.03, 0.03], [-0.01, 0.00, 0.00], [-0.03, -0.03, 0.00], [-0.01, 0.00, -0.02], [0.00, -0.01, 0.00], [-0.02, 0.01, 0.00], [-0.04, 0.00, 0.00], [-0.01, -0.01, 0.00], [0.00, 0.01, 0.01], [-0.02, -0.02, -0.05], [0.01, 0.02, -0.01], [0.00, 0.02, -0.04], [0.00, 0.00, -0.02], [-0.02, -0.03, 0.00], [0.00, -0.01, 0.02], [-0.02, 0.01, 0.01], [-0.02, 0.03, 0.00], [0.00, 0.01, -0.01], [-0.01, -0.01, 0.01], [-0.03, 0.00, -0.02], [0.01, -0.03, 0.02], [-0.02, -0.03, 0.01], [-0.03, -0.01, -0.01], [-0.01, 0.01, -0.01], [0.01, 0.03, -0.08], [-0.16, 0.10, 0.02], [-0.05, -0.24, 0.03], [0.01, -0.02, -0.04], [0.00, 0.03, 0.04], [0.00, 0.02, 0.04], [0.01, 0.02, 0.03], [-0.01, -0.18, -0.09], [-0.01, -0.01, -0.05], [0.06, 0.08, -0.02], [-0.08, 0.07, 0.08], [-0.13, 0.05, -0.12], [-0.04, 0.07, 0.03], [0.04, -0.07, 0.15], [0.03, 0.08, -0.17], [0.03, 0.01, 0.03], [0.02, -0.01, -0.01], [-0.08, 0.04, 0.03], [-0.15, -0.21, -0.20], [0.15, 0.12, 0.23], [0.02, 0.07, -0.05], [-0.04, 0.06, 0.04], [-0.05, -0.05, 0.09], [0.01, -0.03, -0.03], [0.01, 0.02, -0.01], [-0.05, 0.03, -0.02], [0.02, -0.03, -0.02], [0.00, -0.03, 0.06], [0.04, 0.02, 0.01], [0.01, -0.02, -0.01], [-0.03, 0.01, -0.03], [-0.03, 0.00, 0.14], [-0.01, 0.02, -0.02], [-0.02, -0.07, -0.04], [0.01, 0.02, -0.02], [-0.01, 0.02, 0.01], [0.00, 0.04, -0.03], [0.03, 0.00, 0.03], [-0.01, -0.04, -0.02], [0.03, 0.00, 0.03], [0.01, 0.04, -0.04], [0.01, -0.07, 0.00], [-0.02, 0.01, 0.03], [0.01, 0.01, 0.03], [0.01, -0.07, -0.01], [0.05, 0.02, 0.04], [0.01, 0.01, -0.02], [0.14, -0.02, -0.04], [-0.02, 0.03, -0.02], [0.06, 0.04, 0.05], [-0.13, 0.41, -0.46], [-0.20, 0.46, -0.15], [-0.04, -1.11, 1.16], [-0.10, 0.14, -0.05], [-0.09, -0.10, 0.01], [0.08, -0.05, -0.01], [0.04, -0.02, 0.00], [0.07, 0.09, 0.01], [0.04, 0.00, 0.10], [0.05, 0.05, 0.01], [0.04, -0.10, -0.07], [0.01, 0.00, 0.02], [0.01, 0.01, -0.01], [0.00, -0.01, -0.01], [0.02, 0.01, 0.01], [0.04, -0.05, -0.12], [-0.06, -0.09, -0.01]]}